(1)
DFT (ωB97M-V/def2-TZVPD) results for C3H5N3 in the gas phase.

Each atom is followed by the atoms it is bonded to, with distances in Å.
Geometry (Å):
1 C -1.62 -0.34 0.05  N2 1.464, H7 1.096, H8 1.089, H9 1.096
2 N -0.19 -0.07 -0.10  C1 1.464, C3 1.351, N6 1.369
3 C 0.49 1.10 -0.09  N2 1.351, N4 1.313, H10 1.082
4 N 1.79 0.90 -0.04  C3 1.313, C5 1.357
5 C 1.87 -0.45 0.00  N4 1.357, N6 1.321, H11 1.086
6 N 0.72 -1.09 -0.02  N2 1.369, C5 1.321
7 H -2.10 -0.65 -0.89  C1 1.096
8 H -1.70 -1.15 0.76  C1 1.089
9 H -2.15 0.53 0.44  C1 1.096
10 H 0.07 2.10 -0.09  C3 1.082
11 H 2.85 -0.94 0.05  C5 1.086

Its HOMO-LUMO gap is 0.399 hartree. For the energy above the lowest of the compared OMol25 structures with the same formula, charge and spin, the calculation gives 12.2 kcal per mole. The total energy comes out at -281.57066 Ha. The calculation puts the lowest unoccupied orbital energy at 0.0330 Eh.

***

(2)
DFT (ωB97M-V/def2-TZVPD) results for a 2-piece molecular cluster, CH7N2O overall.

Each atom is followed by the atoms it is bonded to, with distances in Å.
Geometry (Å):
1 O 2.09 0.31 -1.29  H2 1.016
2 H 1.98 -0.67 -1.54  O1 1.016
3 N -0.43 1.30 0.20  C4 1.491, H6 0.994, H7 1.036
4 C -0.91 0.02 0.79  N3 1.491, N5 1.452, H8 1.081, H9 1.111
5 N -0.25 -1.21 0.39  C4 1.452, H10 1.104, H11 1.253
6 H -0.14 1.13 -0.73  N3 0.994
7 H 0.50 1.57 0.56  N3 1.036
8 H -1.97 0.03 0.57  C4 1.081
9 H -0.76 0.15 1.89  C4 1.111
10 H 0.69 -1.04 -0.16  N5 1.104
11 H -0.79 -1.60 -0.67  N5 1.253

Its HOMO-LUMO gap (alpha / beta) is 0.364 / 0.246 hartree. The spin multiplicity is 2. For the energy above the lowest of the compared OMol25 structures with the same formula, charge and spin, the calculation gives 49.4 kcal per mole. The total energy comes out at -226.89563 Ha. The calculation puts the lowest unoccupied orbital energy (alpha / beta) at 0.0201 / -0.0962 Eh.